{
  "formula": "C46H43Br2IrN2O2P2S",
  "method": "ωB97M-V/def2-TZVPD",
  "relative_energy_kcal_mol": 85.6,
  "total_charge": 2,
  "e_homo_ha": [-0.458, -0.482],
  "total_energy_ha": -8371.1132,
  "spin_multiplicity": 5,
  "lumo_ev": [-6.1, -8.2],
  "species": ["Ir", "Br", "C", "C", "C", "N", "C", "C", "C", "C", "C", "Br", "C", "C", "N", "H", "H", "H", "H", "H", "H", "C", "C", "P", "C", "C", "C", "C", "C", "C", "C", "C", "C", "C", "C", "C", "P", "C", "C", "C", "C", "C", "C", "C", "C", "C", "C", "C", "C", "H", "H", "H", "H", "H", "H", "H", "H", "H", "H", "H", "H", "H", "H", "H", "H", "H", "H", "H", "H", "H", "H", "H", "H", "C", "C", "C", "C", "C", "C", "C", "S", "C", "O", "H", "H", "H", "H", "H", "H", "H", "H", "H", "H", "C", "C", "O", "H", "H", "H"],
  "xyz": [[-0.42, 0.63, 1.12], [2.11, 7.48, 0.11], [1.43, 5.81, -0.59], [2.34, 4.99, -1.09], [1.86, 3.55, -1.28], [0.02, 2.37, 0.07], [-0.81, 3.54, 0.15], [-0.08, 5.51, -0.46], [-2.18, 3.07, 0.45], [-3.33, 3.89, 0.49], [-4.53, 3.43, 0.95], [-6.02, 4.65, 1.08], [-4.60, 2.04, 1.25], [-3.48, 1.26, 1.27], [-2.26, 1.78, 0.88], [3.38, 5.27, -1.09], [2.62, 2.91, -1.78], [-0.70, 6.39, -0.60], [-3.19, 4.93, 0.18], [-5.57, 1.60, 1.58], [-3.56, 0.17, 1.45], [1.20, -1.23, -1.09], [1.93, 0.11, -1.33], [1.94, 1.00, 0.31], [1.44, 2.77, 0.11], [0.64, 3.77, -2.07], [-0.49, 4.29, -1.31], [-0.32, 4.79, 0.93], [0.94, 4.52, 1.72], [1.72, 3.47, 1.41], [3.72, 0.88, 0.68], [4.28, -0.41, 0.85], [5.65, -0.60, 1.01], [6.52, 0.47, 1.18], [5.97, 1.76, 1.06], [4.62, 1.94, 0.73], [0.52, -1.38, 0.65], [-0.22, -3.05, 0.51], [-0.16, -3.80, -0.66], [-0.38, -5.18, -0.59], [-0.91, -5.74, 0.60], [-1.10, -4.98, 1.73], [-0.67, -3.65, 1.68], [1.74, -1.89, 1.94], [2.34, -3.13, 1.80], [3.10, -3.71, 2.83], [3.23, -3.01, 4.03], [2.69, -1.72, 4.17], [2.10, -1.12, 3.06], [1.89, -2.08, -1.25], [0.36, -1.32, -1.77], [1.40, 0.77, -2.04], [2.96, -0.05, -1.68], [0.57, 3.71, -3.16], [-1.41, 4.43, -1.90], [-1.12, 5.27, 1.46], [1.27, 5.26, 2.44], [2.48, 3.03, 2.06], [3.61, -1.28, 0.77], [6.04, -1.59, 1.13], [7.59, 0.37, 1.30], [6.59, 2.63, 1.28], [4.27, 2.95, 0.51], [0.10, -3.37, -1.62], [-0.22, -5.78, -1.45], [-1.04, -6.82, 0.65], [-1.52, -5.33, 2.64], [-0.57, -3.14, 2.62], [2.17, -3.73, 0.88], [3.45, -4.74, 2.69], [3.75, -3.47, 4.85], [2.69, -1.25, 5.15], [1.73, -0.10, 3.19], [-1.66, -1.20, -6.29], [-2.19, -1.48, -4.93], [-2.07, -2.69, -4.27], [-2.66, -2.82, -3.01], [-3.44, -1.78, -2.49], [-3.46, -0.53, -3.05], [-2.86, -0.40, -4.29], [-4.54, -2.11, -1.13], [-5.10, -3.81, -1.40], [-3.66, -2.21, 0.10], [-0.85, -0.43, -6.28], [-2.47, -0.80, -6.91], [-1.20, -2.12, -6.72], [-1.50, -3.56, -4.71], [-2.58, -3.77, -2.46], [-3.97, 0.31, -2.59], [-2.88, 0.56, -4.82], [-4.28, -4.53, -1.20], [-5.46, -3.86, -2.43], [-5.96, -3.95, -0.71], [-1.82, -0.98, 3.35], [-0.89, 0.22, 3.02], [-0.50, 0.90, 3.97], [-1.20, -1.71, 3.93], [-2.28, -1.47, 2.48], [-2.62, -0.57, 3.99]],
  "lowdin_spin": [1.48, 0.01, 0.05, 0.05, 0.09, 0.53, 0.09, 0.05, 0.01, 0.00, 0.00, 0.00, 0.00, 0.01, 0.08, 0.00, 0.01, 0.00, 0.00, 0.00, 0.00, 0.01, 0.02, 0.22, 0.06, 0.60, 0.14, 0.02, 0.03, 0.03, 0.05, 0.01, 0.00, 0.01, 0.00, 0.02, 0.12, 0.03, 0.01, 0.00, 0.01, 0.00, 0.01, 0.01, 0.01, 0.00, 0.01, 0.00, 0.01, 0.00, 0.00, 0.00, 0.00, 0.03, 0.00, 0.00, 0.00, 0.00, 0.00, 0.00, 0.00, 0.00, 0.00, 0.00, 0.00, 0.00, 0.00, 0.00, 0.00, 0.00, 0.00, 0.00, 0.00, 0.00, 0.00, 0.00, 0.00, 0.00, 0.00, 0.00, 0.00, 0.00, 0.00, 0.00, 0.00, 0.00, 0.00, 0.00, 0.00, 0.00, 0.00, 0.00, 0.00, 0.01, 0.00, 0.02, 0.00, 0.00, 0.00]
}